# 1
Below is C19H27Cl2N3O4S in the gas phase in a non-equilibrium geometry, with properties calculated with wB97M-V/def2-TZVPD.

Geometry (Å):
O1 -2.78 -3.63 0.85
C1 -2.15 -2.60 0.70
N1 -2.72 -1.42 0.41
H1 -2.20 -0.56 0.29
C2 -4.14 -1.28 0.20
H2 -4.63 -0.97 1.13
H3 -4.53 -2.27 -0.08
C3 -4.41 -0.25 -0.90
H4 -3.84 -0.52 -1.79
H5 -5.47 -0.27 -1.15
C4 -4.04 1.17 -0.44
N2 -2.60 1.32 -0.22
C5 -1.85 1.59 -1.45
C6 -1.64 3.09 -1.66
O2 -0.90 3.68 -0.61
C7 -0.93 2.93 0.58
C8 -2.31 2.32 0.81
H6 -3.05 3.13 0.80
H7 -2.35 1.83 1.79
H8 -0.17 2.14 0.56
H9 -0.69 3.63 1.39
H10 -1.08 3.27 -2.59
H11 -2.62 3.60 -1.74
H12 -2.37 1.17 -2.30
H13 -0.87 1.11 -1.37
H14 -4.54 1.35 0.51
H15 -4.42 1.90 -1.17
C9 -0.62 -2.60 0.76
C10 -0.08 -2.71 -0.67
C11 1.44 -2.83 -0.64
N3 2.05 -1.72 0.07
S1 2.22 -0.31 -0.80
O3 2.41 -0.62 -2.18
O4 1.17 0.63 -0.48
C12 3.80 0.28 -0.13
C13 4.90 -0.55 -0.30
C14 6.16 -0.18 0.15
C15 6.32 1.04 0.77
C16 5.24 1.89 0.95
C17 3.98 1.51 0.50
Cl1 2.68 2.60 0.73
H16 5.36 2.85 1.43
H17 7.30 1.34 1.12
H18 6.99 -0.85 0.00
Cl2 4.71 -2.06 -1.07
C18 1.54 -1.53 1.42
C19 0.01 -1.40 1.45
H19 -0.25 -0.47 0.94
H20 -0.32 -1.33 2.49
H21 1.87 -2.38 2.02
H22 2.01 -0.62 1.81
H23 1.75 -3.75 -0.13
H24 1.86 -2.82 -1.65
H25 -0.35 -1.81 -1.24
H26 -0.51 -3.58 -1.17
H27 -0.34 -3.52 1.30

Properties
LUMO energy	0.0098	hartree
frontier orbital gap	8.94	eV
SMILES	O=C(NCCCN1CCOCC1)C1CCN(S(=O)(=O)c2c(Cl)cccc2Cl)CC1
total charge	0
max |F|	0.02081	hartree/bohr
energy above the lowest of the compared OMol25 structures with the same formula, charge and spin	4.8	kJ/mol
2S+1	1



# 2
Below is C19H27ClN6O2 in the gas phase, with properties calculated with wB97M-V/def2-TZVPD.

Geometry (Å):
C1 4.26 0.52 -3.33
C2 4.04 0.59 -1.85
C3 4.19 1.70 -1.00
C4 3.90 1.22 0.26
N1 3.60 -0.08 0.12
C5 3.20 -1.02 1.16
C6 4.10 -2.24 1.18
C7 1.73 -1.47 1.04
O1 1.29 -2.27 1.85
N2 1.02 -0.95 0.02
C8 -0.22 -1.57 -0.45
C9 -0.01 -1.95 -1.91
N3 1.16 -2.80 -2.06
C10 1.04 -4.14 -1.89
O2 -0.02 -4.72 -1.78
C11 2.38 -4.85 -1.83
N4 3.45 -4.09 -2.05
C12 4.66 -4.63 -1.99
C13 5.84 -3.74 -2.22
N5 4.90 -5.91 -1.71
C14 3.84 -6.68 -1.49
C15 2.54 -6.20 -1.52
Cl1 1.27 -7.30 -1.17
C16 -1.43 -0.68 -0.19
C17 -2.75 -1.30 -0.66
C18 -3.17 -0.77 -2.03
C19 -3.86 -1.06 0.35
N6 3.68 -0.49 -1.16
H1 3.51 -0.12 -3.80
H2 4.20 1.51 -3.77
H3 5.24 0.10 -3.56
H4 4.48 2.71 -1.27
H5 3.88 1.70 1.22
H6 3.28 -0.48 2.11
H7 3.78 -2.91 1.98
H8 4.04 -2.77 0.23
H9 5.13 -1.94 1.35
H10 1.52 -0.38 -0.64
H11 -0.33 -2.49 0.13
H12 -0.87 -2.50 -2.28
H13 0.13 -1.06 -2.53
H14 2.08 -2.40 -2.03
H15 6.55 -3.83 -1.40
H16 6.36 -4.05 -3.13
H17 5.52 -2.71 -2.32
H18 4.02 -7.72 -1.25
H19 -1.45 -0.49 0.88
H20 -1.27 0.29 -0.67
H21 -2.61 -2.39 -0.75
H22 -3.38 0.30 -1.97
H23 -2.39 -0.90 -2.79
H24 -4.07 -1.26 -2.39
H25 -4.01 0.02 0.50
H26 -4.81 -1.48 0.01
H27 -3.62 -1.50 1.32

Properties
LUMO energy	0.0009	hartree
frontier orbital gap	9.39	eV
SMILES	Cc1ccn([C@H](C)C(=O)N[C@H](CNC(=O)c2nc(C)ncc2Cl)CC(C)C)n1
total charge	0
max |F|	0.00354	hartree/bohr
energy above the lowest of the compared OMol25 structures with the same formula, charge and spin	27.9	kJ/mol
2S+1	1



# 3
Below is a molecular structure, C19H27CrN2 in a non-equilibrium geometry, with properties calculated with wB97M-V/def2-TZVPD.

Geometry (Å):
C1 -0.79 -1.55 1.39
H1 -1.77 -1.23 1.84
H2 -0.76 -2.65 1.17
H3 -1.06 -1.41 0.23
C2 0.20 -1.25 2.55
H4 1.20 -0.86 2.22
H5 -0.23 -0.46 3.19
C3 0.34 -2.53 3.36
H6 0.98 -2.36 4.22
H7 -0.64 -2.87 3.72
H8 0.75 -3.35 2.76
C4 1.44 0.99 -1.42
C5 2.22 0.28 -0.43
C6 1.89 -1.12 -0.56
C7 0.87 -1.28 -1.57
C8 0.59 0.03 -2.10
C9 -0.29 0.30 -3.27
C10 0.34 -2.55 -2.11
C11 2.60 -2.23 0.11
C12 3.28 0.89 0.41
C13 1.57 2.44 -1.75
Cr1 0.15 -0.02 0.02
H9 -0.63 -2.39 -2.55
H10 0.96 -3.00 -2.88
H11 0.24 -3.28 -1.33
H12 -1.05 -0.48 -3.40
H13 -0.81 1.26 -3.18
H14 0.25 0.35 -4.23
H15 1.90 3.00 -0.87
H16 2.33 2.60 -2.53
H17 0.63 2.86 -2.11
H18 3.52 0.27 1.28
H19 4.21 1.02 -0.16
H20 2.99 1.88 0.78
H21 1.92 -3.05 0.39
H22 3.39 -2.69 -0.49
H23 3.09 -1.92 1.04
N1 -5.98 4.19 1.04
C14 -4.96 3.62 0.93
C15 -3.72 2.88 0.76
C16 -2.97 2.98 -0.42
C17 -1.83 2.21 -0.59
N2 -1.39 1.34 0.34
C18 -2.01 1.38 1.55
C19 -3.16 2.14 1.81
H24 -3.29 3.69 -1.21
H25 -1.26 2.23 -1.53
H26 -1.59 0.72 2.32
H27 -3.61 2.13 2.82

Properties
LUMO energy (spin up / spin down)	-0.3144 / -0.2828	hartree
frontier orbital gap (spin up / spin down)	8.07 / 8.66	eV
expectation value of S²	3.95
total charge	+2
max |F|	0.06293	hartree/bohr
2S+1	4



no.,total energy (eV)
1,-68681.20017
2,-45700.99367
3,-51525.91444